[1]
{
  "formula": "C26H53Cl18IO3S",
  "method": "ωB97M-V with the def2-TZVPD basis set",
  "symbols": ["C", "C", "C", "C", "C", "O", "S", "O", "O", "C", "C", "C", "I", "H", "H", "H", "H", "H", "H", "H", "H", "H", "H", "H", "H", "H", "H", "H", "H", "H", "Cl", "C", "C", "Cl", "H", "H", "H", "H", "Cl", "C", "C", "Cl", "H", "H", "H", "H", "Cl", "C", "C", "Cl", "H", "H", "H", "H", "Cl", "C", "C", "Cl", "H", "H", "H", "H", "Cl", "C", "C", "Cl", "H", "H", "H", "H", "Cl", "C", "C", "Cl", "H", "H", "H", "H", "Cl", "C", "C", "Cl", "H", "H", "H", "H", "Cl", "C", "C", "Cl", "H", "H", "H", "H", "Cl", "C", "C", "Cl", "H", "H", "H", "H"],
  "coordinates": [[-4.318, 2.607, -0.667], [-3.480, 1.415, -1.121], [-4.407, 0.271, -1.544], [-2.546, 0.994, 0.020], [-1.503, -0.004, -0.443], [-0.375, -0.190, 0.446], [-0.631, -0.106, 2.041], [-1.465, -1.239, 2.405], [0.897, -0.452, 2.388], [1.284, -1.816, 2.584], [1.234, -2.688, 1.342], [1.467, -4.155, 1.705], [2.691, -1.997, -0.078], [-5.110, 2.827, -1.384], [-4.780, 2.382, 0.299], [-3.708, 3.501, -0.539], [-2.873, 1.735, -1.974], [-3.950, -0.716, -1.452], [-4.739, 0.411, -2.575], [-5.301, 0.272, -0.915], [-3.166, 0.568, 0.817], [-2.044, 1.882, 0.418], [-1.049, 0.351, -1.363], [-1.936, -0.987, -0.635], [0.674, -2.269, 3.368], [2.308, -1.741, 2.951], [0.287, -2.556, 0.831], [2.509, -4.444, 1.585], [0.831, -4.814, 1.117], [1.227, -4.312, 2.760], [5.550, 2.541, -1.884], [5.797, 1.349, -0.574], [6.470, 0.094, -1.067], [5.404, -0.837, -2.152], [4.821, 1.127, -0.149], [6.419, 1.826, 0.181], [6.697, -0.546, -0.217], [7.385, 0.316, -1.608], [-3.332, 3.938, -4.412], [-3.640, 2.401, -5.264], [-5.084, 2.258, -5.679], [-6.191, 2.061, -4.288], [-3.334, 1.590, -4.607], [-3.001, 2.396, -6.146], [-5.194, 1.370, -6.298], [-5.420, 3.127, -6.238], [-7.538, 3.824, 1.223], [-7.607, 5.602, 1.093], [-6.647, 6.141, 0.067], [-4.943, 5.931, 0.562], [-7.399, 6.008, 2.080], [-8.623, 5.863, 0.805], [-6.815, 7.208, -0.054], [-6.773, 5.645, -0.893], [3.010, -5.538, 4.948], [1.649, -6.689, 5.077], [2.002, -8.053, 4.545], [2.216, -8.039, 2.772], [0.808, -6.267, 4.533], [1.395, -6.761, 6.132], [1.185, -8.740, 4.759], [2.920, -8.439, 4.983], [6.028, -9.339, 3.890], [5.725, -7.610, 3.558], [6.996, -6.805, 3.502], [7.788, -6.680, 5.096], [5.055, -7.242, 4.328], [5.214, -7.556, 2.599], [6.761, -5.791, 3.181], [7.713, -7.242, 2.812], [10.593, 4.208, 0.464], [10.093, 4.733, -1.165], [8.956, 3.903, -1.701], [9.458, 2.226, -2.050], [10.964, 4.676, -1.811], [9.773, 5.770, -1.083], [8.598, 4.327, -2.638], [8.128, 3.859, -0.999], [-5.748, 12.092, -0.757], [-6.494, 11.522, 0.757], [-6.676, 10.026, 0.772], [-7.900, 9.489, -0.415], [-7.446, 12.035, 0.869], [-5.832, 11.810, 1.571], [-7.023, 9.710, 1.754], [-5.746, 9.512, 0.538], [-1.284, -8.216, 3.376], [-1.049, -9.550, 2.214], [-2.333, -10.287, 1.935], [-2.903, -11.201, 3.356], [-0.291, -10.212, 2.623], [-0.670, -9.104, 1.296], [-2.167, -11.007, 1.136], [-3.126, -9.604, 1.644], [-0.341, 2.249, -4.145], [1.250, 2.258, -4.955], [1.156, 2.865, -6.332], [0.199, 1.850, -7.447], [1.610, 1.234, -4.992], [1.923, 2.851, -4.339], [2.152, 2.960, -6.758], [0.683, 3.843, -6.298]],
  "fmax_ha_per_bohr": 0.0057
}

***

[2]
{
  "formula": "C26H53Cl20NO2P2",
  "method": "ωB97M-V with the def2-TZVPD basis set",
  "symbols": ["C", "P", "C", "C", "N", "C", "O", "C", "C", "P", "O", "H", "H", "H", "H", "H", "H", "H", "H", "H", "H", "H", "H", "H", "Cl", "C", "C", "Cl", "H", "H", "H", "H", "Cl", "C", "C", "Cl", "H", "H", "H", "H", "Cl", "C", "C", "Cl", "H", "H", "H", "H", "Cl", "C", "C", "Cl", "H", "H", "H", "H", "Cl", "C", "C", "Cl", "H", "H", "H", "H", "Cl", "C", "C", "Cl", "H", "H", "H", "H", "Cl", "C", "C", "Cl", "H", "H", "H", "H", "Cl", "C", "C", "Cl", "H", "H", "H", "H", "Cl", "C", "C", "Cl", "H", "H", "H", "H", "Cl", "C", "C", "Cl", "H", "H", "H", "H"],
  "coordinates": [[2.382, -2.790, 2.839], [2.227, -2.428, 1.057], [3.311, -1.030, 0.600], [0.467, -2.172, 0.565], [-0.126, -3.500, 0.477], [-1.337, -3.565, 1.232], [-2.253, -4.332, 1.023], [-1.170, -2.507, 2.349], [-0.547, -1.439, 1.508], [-0.175, 0.140, 2.294], [-1.044, 0.260, 3.482], [1.587, -2.400, 3.462], [2.459, -3.850, 3.005], [3.298, -2.351, 3.211], [3.655, -0.426, 1.429], [2.823, -0.374, -0.108], [4.193, -1.405, 0.110], [0.412, -1.620, -0.361], [0.455, -4.223, 0.887], [-2.049, -2.184, 2.872], [-0.439, -3.021, 2.958], [-1.339, -1.144, 0.820], [1.198, 0.264, 2.558], [-0.562, 1.075, 1.337], [-6.816, -4.825, -2.102], [-5.610, -5.097, -0.806], [-4.219, -5.208, -1.364], [-4.004, -6.689, -2.343], [-5.901, -5.991, -0.263], [-5.663, -4.246, -0.130], [-3.492, -5.247, -0.557], [-3.981, -4.356, -1.996], [-7.659, -2.586, 1.202], [-6.932, -1.086, 1.829], [-5.862, -0.593, 0.894], [-4.470, -1.705, 0.895], [-6.534, -1.285, 2.820], [-7.728, -0.348, 1.918], [-5.500, 0.383, 1.215], [-6.231, -0.508, -0.124], [-1.329, -4.490, -5.772], [-2.898, -4.370, -4.927], [-4.050, -4.261, -5.885], [-4.055, -2.708, -6.768], [-2.852, -3.512, -4.261], [-3.018, -5.271, -4.327], [-4.986, -4.315, -5.332], [-4.034, -5.061, -6.619], [-0.762, -6.154, -1.084], [0.351, -6.977, -2.211], [1.750, -7.072, -1.668], [2.542, -5.481, -1.559], [0.321, -6.440, -3.154], [-0.041, -7.980, -2.372], [2.356, -7.688, -2.331], [1.760, -7.515, -0.677], [6.112, 1.680, 1.135], [7.122, 1.176, -0.249], [6.829, -0.230, -0.694], [7.333, -1.439, 0.513], [8.161, 1.294, 0.043], [6.911, 1.867, -1.064], [7.376, -0.443, -1.610], [5.769, -0.369, -0.884], [3.017, 4.218, 4.123], [1.953, 4.726, 2.783], [0.509, 4.483, 3.108], [0.119, 2.738, 3.199], [2.259, 4.186, 1.890], [2.123, 5.788, 2.619], [-0.116, 4.910, 2.327], [0.230, 4.931, 4.056], [5.828, 1.210, 6.121], [5.967, 2.593, 5.005], [7.282, 3.310, 5.148], [7.420, 4.166, 6.706], [5.135, 3.263, 5.183], [5.874, 2.199, 3.996], [7.372, 4.060, 4.364], [8.119, 2.622, 5.070], [-1.481, 0.354, -1.456], [-1.332, 1.793, -2.509], [-0.051, 2.548, -2.269], [0.001, 3.377, -0.683], [-2.203, 2.418, -2.345], [-1.356, 1.428, -3.531], [0.058, 3.326, -3.017], [0.810, 1.888, -2.327], [-0.315, 7.730, 2.490], [0.590, 9.215, 2.896], [1.660, 9.531, 1.886], [2.998, 8.354, 1.920], [1.006, 9.088, 3.891], [-0.134, 10.026, 2.924], [2.091, 10.505, 2.108], [1.258, 9.551, 0.877], [-3.541, 3.930, -7.762], [-4.130, 3.280, -6.213], [-3.635, 4.083, -5.039], [-1.873, 3.912, -4.801], [-3.817, 2.242, -6.144], [-5.217, 3.315, -6.243], [-4.115, 3.733, -4.127], [-3.852, 5.140, -5.160]],
  "fmax_ha_per_bohr": 0.0445
}

***

| no. | highest occupied orbital energy (eV) | frontier orbital gap (eV) | E_LUMO (hartree) |
| --- | --- | --- | --- |
| 1 | -9.167 | 9.5 | 0.0137 |
| 2 | -7.828 | 7.9 | 0.0038 |